Computed, not measured: 2 unconnected molecules or ions with the total composition C4H6BrNS at a distorted geometry, with ωB97M-V/def2-TZVPD.

The geometry in XYZ format:
```
13
Properties=species:S:1:pos:R:3:forces:R:3:lowdin_charge:R:1
C 1.274 0.795 -0.215 1.415 2.481 -2.347 -0.09
C 0.299 -0.073 -0.776 0.220 -1.838 -1.231 -0.67
N -0.397 -0.825 -0.057 -1.560 -1.152 1.710 0.02
C -1.197 -1.733 -0.725 1.374 1.102 -0.806 -0.21
C -1.064 -1.601 -2.079 0.023 -1.050 -0.246 -0.41
S 0.187 -0.462 -2.526 -1.088 0.108 1.369 0.98
H 0.980 1.763 -0.568 0.044 1.177 0.128 0.08
H 2.217 0.668 -0.695 0.871 -0.311 -0.751 0.07
H 1.564 0.878 0.773 -0.594 -0.582 2.371 0.06
H -1.614 -2.468 -0.061 -0.814 -0.224 -0.571 0.10
H -1.509 -2.218 -2.863 0.113 0.295 0.383 0.06
Br 0.506 1.674 4.610 0.258 -0.861 1.380 0.35
H 0.305 2.387 3.466 -0.262 0.856 -1.390 -0.35
```
Forces are in eV/Å.

The SMILES is Cc1nccs1.Br.

***

Computed, not measured: a single C4H6BrNS molecule at a distorted geometry, with ωB97M-V/def2-TZVPD.

The geometry in XYZ format:
```
13
Properties=species:S:1:pos:R:3:forces:R:3:lowdin_charge:R:1
C -1.191 0.707 -0.996 -0.858 0.949 1.677 -0.14
C -0.497 0.408 0.340 -0.563 1.335 1.900 -0.62
C -0.024 -1.028 0.704 -0.393 0.757 1.313 -0.25
N 1.385 -1.183 0.425 -0.077 -0.772 -0.752 -0.04
C 1.969 -0.120 0.114 -2.523 1.188 1.734 -1.16
Br 3.726 0.044 -0.240 1.721 0.033 -0.485 0.79
S 1.030 1.471 0.407 -0.057 -1.791 -0.098 0.83
H -1.480 1.827 -1.172 0.582 -2.310 0.473 0.12
H -2.027 0.042 -0.956 -1.352 0.046 -0.279 0.06
H -0.628 0.301 -1.766 1.412 -0.190 -1.777 0.04
H -1.246 0.531 1.189 1.000 1.022 -1.011 0.12
H -0.328 -1.347 1.789 1.165 0.978 -1.591 0.15
H -0.688 -1.652 0.162 -0.058 -1.245 -1.104 0.09
```
Forces are in eV/Å.

The SMILES is C[C@H]1CN=C(Br)S1.

***

Computed, not measured: a single C4H6Cl2 molecule at a distorted geometry, with ωB97M-V/def2-TZVPD.

The geometry in XYZ format:
```
12
Properties=species:S:1:pos:R:3:forces:R:3:lowdin_charge:R:1
Cl -2.436 -0.018 -0.617 0.091 0.105 0.117 0.60
C -1.028 0.012 0.470 0.657 -0.189 0.150 -0.68
C 0.055 -1.022 0.137 -0.233 -1.380 0.364 -0.23
C 0.878 0.014 -0.654 -2.120 -0.896 -0.091 -0.76
Cl 2.568 -0.015 -0.409 1.576 0.134 0.199 0.65
C 0.032 1.035 0.129 0.122 2.006 -2.290 -0.23
H -1.338 0.033 1.510 -0.447 -0.109 -0.177 0.10
H 0.478 -1.309 1.116 0.377 0.088 -0.618 0.12
H -0.239 -1.920 -0.396 -0.110 -0.163 0.018 0.10
H 0.684 -0.075 -1.748 -0.014 0.348 0.918 0.11
H -0.278 1.899 -0.489 0.022 -0.209 0.582 0.12
H 0.624 1.367 0.953 0.079 0.264 0.827 0.10
```
Forces are in eV/Å.

The SMILES is Cl[C@H]1C[C@H](Cl)C1.

***

Computed, not measured: a single C4H6Cl2 molecule at a distorted geometry, with ωB97M-V/def2-TZVPD.

The geometry in XYZ format:
```
12
Properties=species:S:1:pos:R:3:forces:R:3:lowdin_charge:R:1
C 0.972 1.710 0.108 -2.783 -1.232 1.230 -0.09
C 0.978 0.188 0.158 -0.915 -0.351 0.868 -0.70
Cl 2.490 -0.513 -0.283 0.867 0.178 -0.285 0.67
C 0.038 -0.742 0.443 -1.320 2.845 -0.236 -0.21
C -1.390 -0.311 0.903 1.452 2.798 -0.492 -0.46
Cl -2.704 -0.044 -0.484 1.454 -0.520 1.245 0.38
H 1.722 2.224 0.605 1.880 0.311 1.148 0.05
H 0.043 2.248 0.417 0.296 -1.036 -0.030 0.09
H 1.055 1.943 -0.884 0.402 0.702 -2.779 0.05
H 0.337 -1.757 0.280 -0.419 -0.499 0.169 0.08
H -1.320 0.807 1.392 -0.321 -3.166 -1.083 0.11
H -1.769 -1.057 1.573 -0.594 -0.030 0.245 0.04
```
Forces are in eV/Å.

The SMILES is C/C(Cl)=C\CCl.

***

Computed, not measured: a gas-phase ion, C4H6Cl2N (charge +1) at a distorted geometry, with ωB97M-V/def2-TZVPD.

The geometry in XYZ format:
```
13
Properties=species:S:1:pos:R:3:forces:R:3:lowdin_charge:R:1
Cl -3.177 1.111 0.018 3.488 -0.721 0.251 0.44
C -1.154 1.351 0.012 -1.564 1.397 -4.145 -0.29
N -0.055 0.347 -0.039 -2.696 0.649 0.136 -0.10
C 1.254 0.352 0.084 -1.172 -1.339 -0.267 -0.56
Cl 2.363 1.639 0.046 -1.098 -1.115 0.289 0.86
C 1.251 -1.215 0.038 2.531 -0.449 -0.647 -0.05
C -0.299 -1.100 -0.072 1.772 -0.874 2.076 -0.06
H -1.030 2.014 0.802 0.284 0.947 1.469 0.05
H -1.150 1.923 -1.001 0.235 -0.954 1.910 0.12
H 1.675 -1.823 0.889 -0.572 1.129 -0.537 0.15
H 1.906 -1.530 -0.835 -1.279 0.195 0.629 0.15
H -0.852 -1.638 -0.829 0.084 0.774 -0.848 0.14
H -0.732 -1.430 0.888 -0.014 0.361 -0.315 0.15
```
Forces are in eV/Å.

The SMILES is ClC[N+]1=C(Cl)CC1. Its charge is +1.

***

Computed, not measured: a gas-phase ion, C4H6Cl2NO (charge -1) at a distorted geometry, with ωB97M-V/def2-TZVPD.

The geometry in XYZ format:
```
14
Properties=species:S:1:pos:R:3:forces:R:3:lowdin_charge:R:1
C 0.734 0.793 1.108 1.463 1.313 -5.584 -0.05
C 0.016 0.112 -0.085 1.153 -0.965 2.780 -0.52
C 0.727 -1.212 -0.237 -1.997 -0.112 -2.218 -0.08
N -0.631 1.044 -1.111 1.054 -0.161 2.826 -0.24
O -0.332 1.033 -2.336 0.088 -0.073 -3.551 -0.27
C -1.391 0.210 -0.329 -1.529 -0.526 0.459 -1.16
Cl -2.448 0.952 0.910 -0.745 0.793 0.635 0.51
Cl -2.337 -1.279 -0.795 0.231 -0.203 -0.600 0.49
H 1.774 0.965 0.626 -1.196 -0.088 1.105 0.11
H 0.858 0.283 1.974 -0.073 -1.622 2.653 0.03
H 0.287 1.735 1.135 -0.586 1.692 0.945 0.03
H 1.685 -0.978 -0.565 1.961 0.111 -0.871 0.05
H 0.230 -1.887 -0.942 0.294 0.211 -0.149 0.05
H 0.827 -1.771 0.649 -0.119 -0.370 1.571 0.06
```
Forces are in eV/Å.

The SMILES is CC1(C)N([O-])C1(Cl)Cl. Its charge is -1.

***

Computed, not measured: 2 unconnected molecules or ions with the total composition C4H6Cl2O at a distorted geometry, with ωB97M-V/def2-TZVPD.

The geometry in XYZ format:
```
13
Properties=species:S:1:pos:R:3:forces:R:3:lowdin_charge:R:1
C -1.468 0.227 0.839 0.578 -0.061 2.343 -0.36
C 1.386 -0.304 -1.197 0.684 -0.323 -0.403 -0.51
C -1.316 -1.201 0.431 -0.006 0.939 -1.955 -0.06
C 1.486 1.090 -0.788 0.590 -1.867 1.674 -0.65
O -1.598 1.086 0.021 -0.226 0.847 -0.811 0.02
Cl 1.967 -1.500 -0.165 0.374 0.278 0.094 0.65
Cl 2.074 1.520 0.922 -0.637 -0.045 -1.130 0.46
H -1.404 0.533 1.932 -0.120 -0.443 -0.691 0.13
H -1.220 -2.013 1.167 -0.504 0.481 -0.391 0.09
H -0.421 -1.150 -0.226 -0.593 -0.461 0.628 -0.01
H -2.096 -1.172 -0.380 0.236 -1.307 0.959 0.11
H 0.486 1.333 -1.061 -1.199 1.242 0.544 0.05
H 2.123 1.549 -1.493 0.823 0.719 -0.860 0.07
```
Forces are in eV/Å.

***

Computed, not measured: a single C4H6Cl2S2 molecule at a distorted geometry, with ωB97M-V/def2-TZVPD.

The geometry in XYZ format:
```
14
Properties=species:S:1:pos:R:3:forces:R:3:lowdin_charge:R:1
C -0.898 0.062 1.282 0.210 0.207 1.102 -0.16
C -0.981 -0.478 -0.100 -0.494 1.484 -1.011 -0.83
Cl -2.654 -0.466 -0.675 -0.157 0.058 -0.399 0.63
C 0.043 0.213 -1.118 0.232 -3.960 -1.429 -0.88
Cl 0.214 1.847 -1.242 -0.882 4.289 0.307 0.71
C 1.420 -0.351 -0.647 0.583 -1.456 -1.020 -1.27
S 1.837 -1.896 -1.001 -0.308 0.521 -0.027 0.68
S 2.668 0.601 0.121 -2.444 1.499 1.865 0.69
H 0.169 -0.241 1.528 -1.221 0.862 0.639 0.08
H -1.662 -0.389 2.053 1.585 0.858 -1.763 0.13
H -1.040 1.146 1.130 0.205 -0.198 1.049 0.07
H -0.654 -1.453 0.028 0.283 -2.179 -0.828 0.04
H -0.146 -0.025 -2.292 0.303 -0.715 3.161 0.15
H 1.685 1.431 0.934 2.104 -1.270 -1.647 -0.02
```
Forces are in eV/Å.

The SMILES is C[C@@H](Cl)[C@@H](Cl)C(=S)S.

***

Values of HOMO-LUMO gap, in order: 9.781 9.767 11.453 10.115 9.949 5.891 8.443 8.072, all in eV.
Values of E_LUMO, in order: 0.7 0.7 1.0 0.6 -5.2 3.5 -0.8 -0.9, all in eV.